[1]
ORCA calculation (ωB97M-V/def2-TZVPD) on C28H25BrNO3PtS as an isolated structure.

```
60
C28H25BrNO3PtS, DFT ωB97M-V/def2-TZVPD
Pt -0.289 -0.644 0.753
Br -4.073 0.956 1.301
C -2.785 2.189 0.634
C -3.058 3.546 0.694
C -2.091 4.404 0.190
C -0.923 3.878 -0.336
C -0.753 2.500 -0.333
N -1.685 1.676 0.142
C 0.521 1.865 -0.905
O 1.307 2.627 -1.467
O 0.645 0.616 -0.742
H -3.985 3.907 1.117
H -2.256 5.474 0.210
H -0.136 4.490 -0.751
C 0.287 -1.175 4.613
C 0.760 -1.187 3.149
C 2.265 -1.489 3.201
C 0.545 0.066 2.345
C -0.125 -2.102 2.216
C -0.458 -4.076 0.521
C -1.886 -4.400 0.602
C -2.828 -3.665 1.249
C -2.689 -2.516 2.050
C -1.523 -1.818 2.372
H 0.879 -0.458 5.188
H 0.428 -2.167 5.055
H -0.760 -0.901 4.720
H 2.732 -0.703 3.802
H 2.726 -1.460 2.217
H 2.481 -2.451 3.673
H 1.200 0.932 2.419
H 0.111 -4.960 0.213
H -2.201 -5.278 0.052
H -3.848 -4.034 1.149
H -3.608 -2.048 2.384
H -1.718 -0.954 2.996
O -1.158 -1.848 -0.910
S -0.094 -2.924 -0.935
C 0.315 -3.513 1.796
C 1.763 -3.626 1.404
C 2.564 -4.634 1.836
C 2.126 -5.564 2.799
C 0.835 -5.422 3.349
C -0.018 -4.459 2.917
C -0.669 -4.027 -2.213
C 0.185 -5.013 -2.686
C -0.257 -5.884 -3.669
C -1.541 -5.756 -4.180
C -2.384 -4.759 -3.708
C -1.952 -3.889 -2.718
H 2.129 -2.902 0.687
H 3.579 -4.701 1.459
H 2.784 -6.350 3.144
H 0.523 -6.093 4.142
H -1.010 -4.350 3.339
H 1.190 -5.095 -2.286
H 0.404 -6.657 -4.041
H -1.884 -6.432 -4.953
H -3.385 -4.662 -4.108
H -2.582 -3.104 -2.321
```

net charge = -1
HOMO-LUMO gap (alpha / beta) = 5.856 / 5.349 eV
multiplicity = 3
E = -4453.8635 Eh



[2]
ORCA calculation (ωB97M-V/def2-TZVPD) on C28H25Cl2N5O3STa as an isolated structure.

```
65
C28H25Cl2N5O3STa, DFT ωB97M-V/def2-TZVPD
Ta 0.041 0.973 -0.096
Cl -6.048 0.400 -3.563
C -4.363 0.543 -3.224
C -3.951 0.506 -1.898
C -2.602 0.613 -1.591
N -2.043 0.628 -0.285
C -2.829 0.559 0.831
O -4.025 0.364 0.899
C -2.053 0.746 2.110
C -2.712 0.941 3.308
C -1.955 1.151 4.448
C -0.569 1.162 4.351
C 0.013 0.984 3.113
N -0.720 0.776 2.012
C -1.658 0.760 -2.622
C -2.082 0.813 -3.942
C -3.435 0.698 -4.240
Cl -3.918 0.759 -5.893
N -0.321 0.875 -2.173
C 0.728 0.944 -3.042
O 0.704 0.942 -4.255
C 2.070 0.977 -2.349
C 3.236 1.135 -3.072
C 4.443 1.100 -2.395
C 4.447 0.900 -1.020
C 3.239 0.773 -0.366
N 2.074 0.821 -1.020
H -4.687 0.395 -1.122
H -3.793 0.922 3.310
H -2.436 1.312 5.403
H 0.056 1.328 5.217
H 1.089 1.024 2.990
H -1.376 0.938 -4.743
H 3.162 1.267 -4.142
H 5.375 1.220 -2.931
H 5.368 0.855 -0.458
H 3.197 0.640 0.709
C -2.143 4.183 -0.429
C -0.875 4.864 -0.002
C -0.806 6.244 0.120
C 0.370 6.868 0.510
C 1.499 6.111 0.780
C 1.474 4.727 0.665
C 2.707 3.914 0.928
C 0.278 4.111 0.275
N 0.202 2.731 0.154
H -2.925 4.913 -0.626
H -2.508 3.500 0.343
H -1.992 3.590 -1.335
H -1.686 6.837 -0.095
H 0.407 7.945 0.601
H 2.418 6.598 1.082
H 3.474 4.518 1.409
H 3.123 3.522 -0.004
H 2.492 3.058 1.575
C 0.238 -3.748 0.527
S -0.724 -2.284 0.213
C -1.325 -2.670 -1.418
O 0.364 -1.215 -0.020
H 0.967 -3.873 -0.271
H -0.442 -4.598 0.577
H 0.732 -3.617 1.487
H -1.980 -3.537 -1.333
H -0.477 -2.874 -2.071
H -1.894 -1.812 -1.772
```

net charge = +1
ΔE to the lowest compared entry with this formula, charge and spin = 0.0 kJ/mol
HOMO-LUMO gap = 6.838 eV
E = -2957.0677 Eh



[3]
ORCA calculation (ωB97M-V/def2-TZVPD) on a 2-piece molecular cluster, C28H25F2N2 overall in a non-equilibrium geometry.

```
57
C28H25F2N2, DFT ωB97M-V/def2-TZVPD
F 5.233 3.199 0.544
C 3.973 2.965 0.969
C 3.735 2.400 2.214
C 2.456 2.160 2.649
C 1.339 2.479 1.846
C 0.044 2.219 2.365
C -1.253 2.485 1.853
C -2.368 2.143 2.650
C -3.649 2.376 2.218
C -3.890 2.953 0.979
F -5.152 3.168 0.549
C -2.816 3.305 0.181
C -1.536 3.085 0.606
C 1.617 3.042 0.581
C 2.896 3.282 0.161
H 4.582 2.158 2.829
H 2.294 1.728 3.622
H 0.046 1.749 3.335
H -2.202 1.706 3.621
H -4.494 2.125 2.832
H -3.004 3.759 -0.777
H -0.757 3.406 -0.048
H 0.839 3.281 -0.108
H 3.080 3.717 -0.807
C -1.338 0.115 -2.114
N -0.197 -0.678 -1.679
C -0.094 -1.224 -0.303
H -0.038 -0.395 0.409
C -1.226 -2.138 0.051
C -1.476 -3.262 -0.712
C -2.514 -4.112 -0.393
C -3.311 -3.839 0.699
C -3.073 -2.719 1.469
C -2.035 -1.873 1.143
N 1.217 -1.920 -0.347
C 1.779 -2.591 0.816
C 1.783 -1.840 -1.644
C 0.915 -1.079 -2.462
C 1.238 -0.844 -3.789
C 2.419 -1.364 -4.296
C 3.269 -2.109 -3.494
C 2.960 -2.354 -2.166
H -1.230 0.405 -3.155
H -2.254 -0.461 -2.003
H -1.417 1.012 -1.505
H -0.847 -3.465 -1.561
H -2.704 -4.987 -0.994
H -4.123 -4.499 0.953
H -3.695 -2.504 2.323
H -1.847 -0.993 1.731
H 2.739 -3.039 0.575
H 1.917 -1.876 1.624
H 1.103 -3.372 1.155
H 0.581 -0.265 -4.413
H 2.682 -1.186 -5.326
H 4.183 -2.501 -3.912
H 3.623 -2.931 -1.546
```

net charge = +1
ΔE to the lowest compared entry with this formula, charge and spin = 149.5 kJ/mol
HOMO-LUMO gap = 2.750 eV
E = -1390.9263 Eh



[4]
ORCA calculation (ωB97M-V/def2-TZVPD) on C28H25F3N10O4PtS2 as an isolated structure.

```
73
C28H25F3N10O4PtS2, DFT ωB97M-V/def2-TZVPD
Pt -0.310 1.939 -0.721
F 1.807 4.816 2.383
C 0.856 5.783 2.324
F 1.040 6.545 3.420
F 1.139 6.550 1.269
C -0.526 5.190 2.288
C -1.362 5.384 3.376
C -2.609 4.784 3.395
C -2.955 4.000 2.310
N -2.172 3.810 1.253
C -0.972 4.399 1.211
S 0.009 4.157 -0.234
H -1.031 5.992 4.206
H -3.285 4.914 4.227
H -3.914 3.491 2.283
N -1.701 -0.432 -5.746
C -1.558 0.642 -5.334
N -1.446 1.882 -4.902
C -0.970 2.066 -3.725
N -0.529 2.297 -2.673
N -1.155 -3.252 -5.109
C -0.865 -4.399 -5.814
C -1.202 -4.819 -7.098
C -0.742 -6.061 -7.483
C 0.028 -6.863 -6.622
C 0.365 -6.440 -5.355
C -0.085 -5.182 -4.949
N 0.122 -4.510 -3.756
C -0.523 -3.384 -3.906
C -0.572 -2.309 -2.912
C -1.706 -1.519 -2.763
C -1.648 -0.416 -1.942
N -0.534 -0.067 -1.286
C 0.530 -0.877 -1.357
C 0.547 -2.011 -2.140
H -1.501 -2.365 -5.481
H -1.796 -4.203 -7.760
H -0.981 -6.430 -8.472
H 0.363 -7.831 -6.970
H 0.959 -7.051 -4.689
H -2.610 -1.727 -3.317
H -2.491 0.255 -1.842
H 1.405 -0.558 -0.806
H 1.434 -2.623 -2.215
C 1.220 -1.839 2.126
C 2.018 -2.324 3.323
S 1.855 -1.286 4.758
O 0.450 -1.032 4.963
O 2.649 -1.862 5.807
C 2.625 0.287 4.305
C 1.670 1.471 4.375
N 0.687 1.481 3.289
C 0.982 1.690 1.989
N -0.097 1.492 1.241
C -1.127 1.145 2.070
C -0.649 1.137 3.336
N -1.444 1.029 4.529
O -1.033 1.565 5.539
O -2.501 0.448 4.411
C 2.324 2.043 1.461
H 1.277 -2.573 1.323
H 1.608 -0.896 1.738
H 0.172 -1.699 2.391
H 3.087 -2.417 3.126
H 1.662 -3.290 3.688
H 3.079 0.178 3.320
H 3.427 0.417 5.031
H 2.238 2.400 4.317
H 1.121 1.473 5.309
H -2.133 0.993 1.725
H 2.920 2.570 2.203
H 2.192 2.690 0.596
H 2.864 1.147 1.144
```

net charge = 0
ΔE to the lowest compared entry with this formula, charge and spin = 0.0 kJ/mol
HOMO-LUMO gap = 7.431 eV
E = -3145.8185 Eh



[5]
ORCA calculation (ωB97M-V/def2-TZVPD) on C28H25F5NOPmS as an isolated structure in a non-equilibrium geometry.

```
62
C28H25F5NOPmS, DFT ωB97M-V/def2-TZVPD
C 2.025 -0.254 2.165
C 2.441 -0.823 0.941
C 2.375 0.177 -0.047
H 2.785 -1.832 0.797
C 1.958 1.384 0.571
C 1.763 1.121 1.946
H 1.638 2.271 0.058
C -1.209 -2.000 2.127
C -0.125 -2.644 1.497
C -0.412 -2.726 0.119
H 0.761 -3.024 1.977
C -1.666 -2.099 -0.123
C -2.170 -1.676 1.144
H 2.635 0.047 -1.082
H 1.274 1.778 2.641
H 1.916 -0.782 3.091
H -2.996 -0.992 1.260
H 0.217 -3.165 -0.640
H -1.233 -1.689 3.152
Pm -0.192 -0.042 0.778
C -2.356 -1.879 -1.445
C -3.750 -2.489 -1.296
C -1.602 -2.561 -2.590
H -3.674 -3.485 -0.839
H -4.256 -2.599 -2.262
H -4.385 -1.878 -0.643
H -1.638 -3.649 -2.470
H -0.549 -2.259 -2.643
H -2.060 -2.318 -3.560
C -2.514 -0.357 -1.805
C -1.264 0.370 -2.237
H -3.003 0.191 -0.969
H -3.233 -0.255 -2.638
O -0.227 0.329 -1.480
N -1.243 1.136 -3.310
C -0.184 2.181 -3.477
H -1.844 0.919 -4.112
C 1.192 1.637 -3.759
C 2.341 2.282 -3.275
H 2.204 3.171 -2.652
C 3.613 1.794 -3.587
H 4.502 2.300 -3.203
C 3.740 0.656 -4.398
H 4.730 0.276 -4.649
C 2.597 0.021 -4.892
H 2.675 -0.860 -5.530
C 1.326 0.519 -4.575
H 0.423 0.048 -4.971
H -0.164 2.800 -2.572
H -0.524 2.805 -4.312
F 0.783 1.968 8.186
C 0.309 1.741 6.950
C -0.337 2.767 6.257
F -0.492 3.991 6.795
C -0.841 2.522 4.994
F -1.446 3.517 4.299
C -0.730 1.260 4.379
S -1.508 1.166 2.848
C -0.058 0.246 5.104
F 0.130 -1.020 4.574
C 0.451 0.480 6.369
F 1.079 -0.515 7.027
```

net charge = 0
HOMO-LUMO gap (alpha / beta) = 7.392 / 7.398 eV
multiplicity = 5
E = -2717.8740 Eh



[6]
ORCA calculation (ωB97M-V/def2-TZVPD) on C28H25IN7O8PS2Ti as an isolated structure in a non-equilibrium geometry.

```
73
C28H25IN7O8PS2Ti, DFT ωB97M-V/def2-TZVPD
Ti -0.226 -1.636 1.261
O -3.698 -3.455 0.819
C -2.657 -2.950 0.458
O -1.653 -2.784 1.310
C -2.455 -2.487 -0.948
C -3.468 -2.830 -1.851
C -3.394 -2.329 -3.130
C -2.331 -1.566 -3.602
C -1.274 -1.286 -2.732
C -1.402 -1.659 -1.356
O -0.549 -1.146 -0.509
N -0.140 -0.647 -3.213
O 0.994 -0.806 -2.631
O -0.209 -0.029 -4.300
N -4.489 -2.638 -4.053
O -5.434 -3.286 -3.627
O -4.401 -2.229 -5.199
H -4.294 -3.444 -1.527
H -2.282 -1.211 -4.618
S -0.201 2.137 -0.156
P 1.627 1.529 0.298
S 2.045 -0.384 0.871
C 2.194 2.588 1.674
C 2.587 3.901 1.440
C 2.897 4.737 2.499
C 2.812 4.270 3.804
C 2.424 2.961 4.042
C 2.124 2.121 2.981
C 2.785 1.895 -1.052
C 2.320 2.009 -2.354
C 3.220 2.178 -3.394
C 4.578 2.248 -3.136
C 5.047 2.136 -1.832
C 4.153 1.950 -0.794
H 2.642 4.271 0.424
H 3.207 5.756 2.304
H 3.058 4.923 4.631
H 2.371 2.585 5.056
H 1.849 1.085 3.154
H 1.262 1.926 -2.557
H 2.850 2.225 -4.409
H 5.278 2.374 -3.953
H 6.109 2.179 -1.628
H 4.517 1.834 0.220
C 0.910 -2.613 2.774
H 0.551 -3.640 2.890
H 0.688 -2.061 3.695
H 1.991 -2.626 2.620
I 1.694 -7.180 -1.381
C 1.365 -5.184 -1.006
C 1.664 -4.113 -1.829
N 1.295 -3.001 -1.189
N 0.748 -3.298 0.001
C 0.799 -4.616 0.136
H 2.087 -4.068 -2.814
H 1.179 -2.023 -1.638
H 0.430 -5.090 1.028
C -1.260 2.203 3.528
N -2.241 1.657 2.608
C -3.264 2.427 2.142
C -4.078 2.010 1.141
C -3.807 0.718 0.598
N -2.805 -0.015 1.057
C -1.992 0.463 1.981
O -0.959 -0.177 2.341
N -4.539 0.189 -0.392
H -1.767 2.897 4.195
H -0.477 2.703 2.952
H -0.821 1.387 4.099
H -3.367 3.395 2.610
H -4.868 2.640 0.765
H -5.289 0.699 -0.818
H -4.262 -0.700 -0.780
```

net charge = -1
ΔE to the lowest compared entry with this formula, charge and spin = 63.3 kJ/mol
HOMO-LUMO gap (alpha / beta) = 4.983 / 7.655 eV
multiplicity = 2
E = -4352.2272 Eh



[7]
ORCA calculation (ωB97M-V/def2-TZVPD) on C28H25N2NdOS2Si as an isolated structure in a non-equilibrium geometry.

```
60
C28H25N2NdOS2Si, DFT ωB97M-V/def2-TZVPD
Nd -2.435 -0.699 1.593
C 2.136 0.066 1.937
C 0.702 0.286 2.321
N -0.172 -0.664 2.208
N 0.203 -1.870 1.626
C -0.504 -2.898 1.965
S -1.813 -2.968 3.110
S -0.108 -4.433 1.209
C 0.586 -3.895 -0.397
C 2.011 -3.440 -0.375
C 2.974 -4.056 0.414
C 4.295 -3.647 0.350
C 4.669 -2.602 -0.477
C 3.710 -1.969 -1.246
C 2.397 -2.397 -1.207
C 0.254 1.532 2.913
C 1.198 2.434 3.424
C 0.838 3.569 4.109
C -0.510 3.848 4.316
C -1.466 3.017 3.793
C -1.140 1.843 3.077
O -2.114 1.124 2.601
H 2.187 -0.816 1.302
H 2.723 -0.122 2.832
H 2.546 0.927 1.417
H -0.069 -3.108 -0.780
H 0.474 -4.790 -1.014
H 2.676 -4.851 1.082
H 5.041 -4.150 0.947
H 5.697 -2.277 -0.518
H 3.980 -1.141 -1.881
H 1.656 -1.925 -1.832
H 2.247 2.213 3.306
H 1.591 4.239 4.494
H -0.805 4.707 4.901
H -2.519 3.229 3.928
C -4.000 -1.061 -4.928
C -4.596 -0.559 -3.783
C -3.821 -0.274 -2.674
C -2.442 -0.476 -2.678
C -1.866 -0.976 -3.841
C -2.632 -1.269 -4.955
Si -1.438 -0.183 -1.055
C -0.890 1.670 -0.918
C 0.290 2.117 -1.511
C 0.673 3.444 -1.450
C -0.116 4.359 -0.780
C -1.267 3.931 -0.141
C -1.648 2.602 -0.214
H -4.600 -1.295 -5.794
H -5.666 -0.411 -3.752
H -4.294 0.115 -1.774
H -0.800 -1.138 -3.874
H -2.169 -1.674 -5.844
H -0.090 -0.744 -1.452
H 0.909 1.411 -2.040
H 1.588 3.770 -1.926
H 0.168 5.401 -0.753
H -1.861 4.641 0.415
H -2.568 2.282 0.277
```

net charge = 0
HOMO-LUMO gap (alpha / beta) = 7.078 / 7.096 eV
multiplicity = 4
E = -2914.0256 Eh